Below is a molecular structure, C47H50AgBF3N6S, with properties calculated with the ωB97M-V functional and the def2-TZVPD basis.

Structure (ORCA input):
```
! wB97M-V def2-TZVPD RIJCOSX def2/J DEFGRID3
* xyz -1 1
Ag -1.12 -0.05 0.07
C -3.58 4.39 -0.66
C -4.90 4.03 -0.45
C -5.18 2.78 0.07
C -4.13 1.90 0.35
N -2.87 2.22 0.09
C -2.61 3.44 -0.37
C -4.39 0.56 0.97
C -5.61 0.29 1.58
C -5.83 -0.98 2.07
C -4.85 -1.93 1.96
C -3.61 -1.57 1.42
N -3.41 -0.34 0.93
C -2.48 -2.53 1.36
C -2.48 -3.60 2.24
C -1.53 -4.65 1.98
C -0.55 -4.46 1.09
C -0.33 -3.06 0.55
N -1.58 -2.33 0.40
H -3.31 5.36 -1.05
H -5.71 4.72 -0.69
H -6.20 2.48 0.24
H -1.57 3.68 -0.53
H -6.36 1.06 1.70
H -6.78 -1.23 2.54
H -5.01 -2.95 2.28
H -3.20 -3.68 3.05
H -1.67 -5.62 2.46
H 0.14 -5.24 0.80
H 0.18 -3.10 -0.42
F 5.37 -0.69 0.22
C 4.62 -1.80 -0.13
F 5.38 -2.86 0.27
F 4.67 -1.81 -1.50
C 3.27 -1.87 0.45
C 3.01 -2.85 1.48
C 1.79 -2.98 2.01
C 0.63 -2.19 1.46
N 1.02 -0.98 0.70
C 2.23 -0.95 0.19
S 2.72 0.32 -0.97
H 3.82 -3.47 1.84
H 1.58 -3.69 2.79
H -0.02 -1.88 2.30
C 4.43 3.72 -0.52
C 3.97 4.55 0.66
C 3.47 5.92 0.19
C 2.95 3.92 1.60
C 3.20 4.24 2.93
C 2.37 3.85 3.96
C 1.25 3.10 3.65
C 0.95 2.75 2.34
C -0.32 1.94 2.14
C -1.55 2.72 2.62
C -0.23 0.60 2.89
C 1.79 3.15 1.29
N 1.38 2.86 -0.08
B 1.60 1.76 -1.01
N 1.09 2.23 -2.29
C 0.49 3.48 -2.07
C 0.67 3.84 -0.78
C 1.07 1.58 -3.60
C 2.14 1.68 -4.53
C 2.11 0.87 -5.67
C 1.04 0.05 -5.97
C -0.06 0.08 -5.15
C -0.06 0.82 -3.97
C -1.36 0.84 -3.19
C -2.04 -0.54 -3.12
C -2.32 1.84 -3.85
C 3.33 2.64 -4.56
C 3.01 4.07 -4.12
C 4.58 2.06 -3.89
H 5.33 4.17 -0.95
H 3.67 3.68 -1.29
H 4.67 2.70 -0.22
H 4.85 4.72 1.27
H 2.55 5.83 -0.39
H 4.22 6.40 -0.45
H 3.27 6.58 1.05
H 4.09 4.81 3.16
H 2.58 4.13 4.98
H 0.58 2.79 4.45
H -0.45 1.73 1.08
H -1.46 2.98 3.67
H -2.45 2.11 2.49
H -1.69 3.65 2.05
H -0.31 0.76 3.97
H 0.72 0.10 2.68
H -1.03 -0.07 2.58
H 0.01 4.03 -2.86
H 0.35 4.75 -0.28
H 2.96 0.91 -6.34
H 1.06 -0.57 -6.86
H -0.94 -0.50 -5.42
H -1.16 1.17 -2.17
H -2.32 -0.90 -4.12
H -2.96 -0.47 -2.53
H -1.40 -1.30 -2.68
H -2.65 1.46 -4.82
H -1.84 2.81 -4.01
H -3.21 1.99 -3.23
H 3.58 2.72 -5.62
H 2.66 4.14 -3.10
H 2.25 4.51 -4.77
H 3.92 4.69 -4.20
H 4.43 1.86 -2.84
H 5.42 2.75 -4.00
H 4.85 1.10 -4.36
*
```

energy relative to the best compared isomer or geometry (same formula, charge and spin) = 1.668 eV
electronic energy = -82158.1252 eV
gap between HOMO and LUMO = 0.1764 Eh

Atom charges from the Löwdin analysis, given in e for atoms 1 to 2: 0.771 -0.055